ORCA calculation (ωB97M-V with the def2-TZVPD basis set) on a molecular structure, C19H43CdN2O3P2 in a non-equilibrium geometry.

The geometry in XYZ format:
```
70
Properties=species:S:1:pos:R:3:forces:R:3
Cd -0.07538 -0.25233 -0.36069 -0.81 1.28 0.53
P 1.05810 1.49791 -1.87402 0.22 -0.27 -0.03
P -1.96715 -1.51434 0.85198 0.20 -0.26 -0.03
N -1.74987 1.15302 -0.67157 -0.15 -0.52 -0.72
C -0.28307 2.73672 -2.01177 -0.32 -0.09 -0.20
H 0.13230 3.74051 -1.85012 -0.06 -0.19 -0.18
H -0.68945 2.70145 -3.03229 0.22 -0.05 0.17
C -1.44319 2.51814 -1.00850 -0.42 0.22 0.75
H -1.20201 3.07552 -0.07203 -0.07 0.04 -0.35
H -2.34906 3.01479 -1.43709 0.48 -0.07 0.14
C -2.85012 1.11716 0.25480 0.20 0.87 0.20
H -3.73651 1.63171 -0.19295 0.26 -0.27 0.33
H -2.57687 1.70763 1.16133 -0.29 -0.16 -0.17
C -3.31841 -0.28494 0.71685 -0.15 0.06 -0.34
H -4.06240 -0.66041 0.00055 0.20 -0.07 0.18
H -3.81293 -0.18194 1.69190 0.00 -0.12 -0.23
C -1.69421 -1.75987 2.66376 -0.06 0.18 -0.19
C -0.33527 -2.41193 2.94006 0.06 -0.09 0.20
H -0.15196 -2.39603 4.02316 0.01 -0.11 -0.13
H 0.48887 -1.88242 2.45024 -0.19 -0.04 -0.01
H -0.31611 -3.45915 2.61242 0.02 0.27 0.17
C -2.52241 -3.10404 0.07448 -0.07 0.40 0.04
C -1.45845 -4.19636 0.25172 -0.18 -0.24 -0.14
H -1.68874 -5.02597 -0.43002 0.08 0.13 0.16
H -1.46350 -4.60765 1.27001 0.00 0.14 -0.25
H -0.44242 -3.85140 0.01533 -0.25 -0.03 0.10
C 1.52174 0.91660 -3.57336 -0.27 0.22 0.24
C 2.71361 -0.04903 -3.50896 0.03 -0.03 -0.33
H 2.79579 -0.57177 -4.47128 0.03 0.08 0.20
H 2.60652 -0.81527 -2.72858 0.02 0.24 -0.14
H 3.66065 0.48450 -3.35238 -0.25 -0.12 -0.02
C 2.48032 2.38579 -1.09678 -0.26 -0.02 -0.02
C 3.50464 1.40187 -0.52156 0.21 0.06 0.07
H 4.24367 1.96619 0.06345 0.01 -0.12 -0.12
H 4.04238 0.86918 -1.31616 -0.07 0.18 0.25
H 3.04481 0.66017 0.14020 -0.03 0.12 -0.15
C 1.51937 -1.96860 -0.48705 2.75 -2.84 -0.02
C -3.91403 -3.57679 0.49451 -0.11 -0.35 -0.12
H -3.95020 -3.87675 1.54890 -0.04 0.12 -0.38
H -4.68433 -2.81832 0.30852 0.19 -0.17 0.10
H -4.16865 -4.46118 -0.10456 -0.07 0.15 0.12
C 1.72975 2.02868 -4.60133 0.14 -0.12 -0.34
H 1.89749 1.56091 -5.58040 -0.05 0.17 0.09
H 0.85196 2.68020 -4.69202 0.24 -0.12 0.06
H 2.61184 2.64095 -4.37785 -0.34 -0.18 -0.11
C 3.15715 3.44223 -1.96925 0.32 0.24 0.20
H 3.85046 4.01181 -1.33306 -0.12 -0.03 -0.21
H 3.76196 2.98729 -2.76712 -0.24 0.14 0.26
H 2.44658 4.15779 -2.40515 0.19 -0.26 0.04
C -2.81484 -2.48182 3.41108 0.05 -0.03 0.44
H -2.83437 -3.55662 3.17928 0.00 0.37 0.05
H -2.61253 -2.39492 4.48874 -0.15 -0.06 -0.19
H -3.80546 -2.04467 3.22566 0.26 -0.18 -0.03
H -1.66025 -0.71447 3.02107 0.03 -0.22 -0.09
H 1.98092 2.90297 -0.25731 0.10 -0.14 -0.16
H -2.56451 -2.83757 -0.99802 0.03 -0.06 0.30
H 0.62786 0.33916 -3.87370 0.25 0.15 0.10
O 2.34096 -2.76475 -0.43408 -2.09 2.10 -0.06
H -1.80275 -0.38901 -2.39167 0.32 -0.23 -0.07
H -1.34529 -0.93864 -2.65602 -0.28 0.00 -0.19
N 2.63232 0.73692 3.66192 0.61 -0.11 0.55
C 1.47293 1.66842 3.45856 -0.15 0.18 0.03
C 0.74769 1.22784 2.19515 -1.47 0.06 -1.49
O -0.25487 1.86925 1.82655 1.90 -0.93 1.03
O 1.27731 0.19670 1.62912 -0.28 0.66 0.43
H 2.30997 -0.23790 3.76337 0.01 0.43 -0.35
H 3.17052 0.97434 4.49912 -0.07 0.05 -0.03
H 3.27716 0.76318 2.85660 -0.53 -0.11 0.15
H 0.80841 1.62557 4.32367 0.15 -0.13 -0.06
H 1.83560 2.69383 3.36470 0.10 -0.18 -0.02
```
Forces are in eV/Å.

The calculation puts the maximum force at 3.95 eV Å⁻¹. As for the HOMO-LUMO gap: 5.563 eV. The net charge is +1. The LUMO energy comes out at -3.04 eV. The HOMO energy comes out at -8.6 eV. The spin multiplicity is 1. The energy above the lowest of the compared OMol25 structures with the same formula, charge and spin is 0.0 kJ/mol. For the molar mass, the calculation gives 521.9 g/mol.

ORCA calculation (ωB97M-V with the def2-TZVPD basis set) on a gas-phase ion, C6H10IN2O2 (charge +1) in a non-equilibrium geometry.

The geometry in XYZ format:
```
21
Properties=species:S:1:pos:R:3:forces:R:3
C 1.26274 0.98028 0.74028 -1.80 -2.39 0.66
C 1.63860 -0.28975 0.99254 0.81 2.49 -0.17
C -0.42088 -1.24338 0.58157 0.65 3.89 1.45
C -0.22332 1.28949 0.78992 -0.61 -0.53 2.13
C -0.65446 -3.51023 0.19805 -1.41 -2.41 -0.21
C -1.54353 3.32310 0.28047 1.85 0.77 -3.61
N -1.01753 -0.03662 0.44471 4.76 0.55 1.01
N 0.78782 -1.37938 1.17076 0.46 -3.01 -0.34
O -1.13859 -2.18295 0.19566 -1.26 -2.86 -0.80
O -0.55937 2.30466 -0.06630 -0.37 -0.42 -0.16
I -3.00745 0.09461 -0.22729 -3.41 0.37 -1.15
H 1.98931 1.74730 0.66511 0.38 0.60 -0.26
H 2.68933 -0.42861 1.03364 0.66 -0.83 0.24
H -0.51470 1.47331 1.92703 0.37 0.04 -2.18
H 0.10636 -3.68949 -0.54200 0.33 0.37 -0.51
H -1.56365 -4.14902 -0.11028 1.56 0.94 0.84
H -0.23517 -3.81727 1.16934 -0.63 0.09 -0.14
H -1.08851 3.94014 0.98312 0.48 1.10 1.58
H -2.47164 2.94488 0.58122 -1.30 -0.57 0.31
H -1.58742 3.97461 -0.70452 -0.34 -1.50 2.01
H 1.20838 -2.39931 1.34866 -1.20 3.31 -0.71
```
Forces are in eV/Å.

The calculation puts the maximum force at 4.90 eV Å⁻¹. As for the HOMO-LUMO gap (spin up / spin down): 8.075 / 6.092 eV. The net charge is +1. The LUMO energy (spin up / spin down) comes out at -2.83 / -7.00 eV. The HOMO energy (spin up / spin down) comes out at -10.9 / -13.1 eV. The spin multiplicity is 3. For the molar mass, the calculation gives 269.1 g/mol.

ORCA calculation (ωB97M-V with the def2-TZVPD basis set) on a molecular structure, C5H6N2.

The geometry in XYZ format:
```
13
Properties=species:S:1:pos:R:3:forces:R:3
N 1.92508 1.16114 0.89672 -0.05 -0.41 0.13
C 1.72005 -0.05714 1.16180 0.09 0.36 0.08
C 1.34618 0.31221 -0.18301 0.04 -0.05 -0.32
C -0.64136 -0.51728 -1.30339 -0.08 -0.12 -0.07
C -1.68189 -0.65022 -0.47359 0.04 0.00 -0.14
C -1.10840 0.45012 0.39209 -0.09 0.10 0.28
N -0.00355 0.55666 -0.60811 0.10 -0.06 0.04
H 1.98879 0.07808 -1.03279 -0.08 0.06 0.14
H -0.29742 -0.94882 -2.23888 -0.07 0.02 0.15
H -2.60897 -1.20517 -0.47696 0.10 0.12 -0.05
H 1.81237 -0.71968 2.01738 0.00 0.12 -0.12
H -1.68679 1.37701 0.45803 0.07 -0.14 0.01
H -0.76409 0.16309 1.39073 -0.07 0.01 -0.14
```
Forces are in eV/Å.

The calculation puts the maximum force at 0.43 eV Å⁻¹. As for the HOMO-LUMO gap: 9.521 eV. The net charge is 0. The LUMO energy comes out at 1.10 eV. The HOMO energy comes out at -8.4 eV. The spin multiplicity is 1. The energy above the lowest of the compared OMol25 structures with the same formula, charge and spin is 392.5 kJ/mol. For the molar mass, the calculation gives 94.1 g/mol.

ORCA calculation (ωB97M-V with the def2-TZVPD basis set) on a single C5H7N molecule in a non-equilibrium geometry.

The geometry in XYZ format:
```
13
Properties=species:S:1:pos:R:3:forces:R:3
C -1.13417 1.45939 0.19598 -0.08 0.09 0.12
C -0.21471 0.28204 0.12998 0.25 0.18 0.28
C -0.28300 -0.97399 0.70515 0.01 -0.07 0.13
C 0.80130 -1.74957 0.24345 -0.24 0.10 -0.28
C 1.63662 -0.99956 -0.60645 -1.21 0.86 -0.51
N 0.91384 0.28562 -0.61149 -0.17 0.90 1.31
H -0.60587 2.36032 0.52640 -0.07 -0.10 -0.03
H -1.59468 1.68337 -0.77501 0.13 -0.12 0.15
H -1.93879 1.26582 0.90779 0.08 0.03 -0.07
H -1.07658 -1.29056 1.37034 0.13 -0.01 -0.03
H 0.96756 -2.78880 0.52166 -0.05 0.27 -0.28
H 1.12162 -0.62683 -1.64401 1.57 -2.20 -0.65
H 1.40687 1.09275 -0.96379 -0.35 0.07 -0.14
```
Forces are in eV/Å.

The calculation puts the maximum force at 2.78 eV Å⁻¹. As for the HOMO-LUMO gap: 9.088 eV. The net charge is 0. The LUMO energy comes out at 0.85 eV. The structure (SMILES) is Cc1ccc[nH]1. The HOMO energy comes out at -8.2 eV. The spin multiplicity is 1. The energy above the lowest of the compared OMol25 structures with the same formula, charge and spin is 329.6 kJ/mol. For the molar mass, the calculation gives 81.1 g/mol.